The following is a quantum chemistry calculation of 2 unconnected molecules or ions with the total composition CH6P4 in a non-equilibrium geometry, from OMol25.

The geometry in XYZ format:
```
11
Properties=species:S:1:pos:R:3:lowdin_charge:R:1
C 0.27053 1.04567 0.62591 -0.83
P 1.90762 0.15016 0.77038 0.50
P 1.06393 -1.35945 -0.69867 0.25
P -0.61957 0.18369 -0.87324 0.23
P -2.29713 -0.55841 0.39388 0.45
H -0.58032 0.89331 1.34042 -0.05
H 0.20656 2.14415 0.40339 0.02
H 2.33141 0.81416 -0.26474 -0.21
H 1.67433 -0.31448 -2.29229 -0.01
H -1.44043 -1.38065 1.11119 -0.19
H -2.51692 -1.61816 -0.51623 -0.17
```

**Highest occupied orbital energy**: -0.31137 Eh
**LUMO energy**: -0.5 eV
**Total energy**: -1406.9770 hartree
**HOMO-LUMO gap**: 7.995 eV